89
Properties=species:S:1:pos:R:3:forces:R:3:lowdin_spin:R:1 method="wB97M-V/def2-TZVPD" spin_multiplicity=6 de_lowest_ev=0.000 largest_force_ev_per_a=3.44 total_charge=+1 energy_ev=-116618.2833
Fe 0.482 -0.118 -1.081 -1.103 -0.126 -0.063 4.21
O -1.227 3.760 -0.857 1.199 -1.836 -1.038 0.06
C -1.092 2.515 -0.773 0.026 1.998 0.635 0.02
N -0.085 1.757 -1.312 -0.209 -0.262 -0.122 0.17
C 0.842 2.613 -2.023 -0.329 0.654 -0.695 0.02
C 2.234 2.092 -1.962 -0.002 -0.225 0.024 0.01
C 3.322 2.973 -2.049 -0.643 -0.710 -0.059 0.00
C 4.541 2.441 -2.371 0.842 -0.320 -0.779 0.00
C 4.635 1.050 -2.515 1.723 -0.023 -0.269 0.00
C 3.579 0.250 -2.220 -1.105 0.427 0.369 0.01
N 2.354 0.741 -1.953 0.163 1.395 -0.016 0.06
C -2.085 1.965 0.132 -2.665 -0.765 2.028 0.00
C -3.366 2.562 0.044 1.160 0.036 -1.279 0.00
C -4.278 2.366 1.025 -1.566 -0.239 0.519 0.00
C -3.934 1.550 2.074 0.873 -0.344 1.934 0.00
C -2.675 0.963 2.127 -0.135 0.286 -0.910 0.00
N -1.794 1.154 1.157 1.344 0.588 -1.157 0.00
H 0.704 3.643 -1.602 0.460 -0.724 -0.647 0.00
H 0.585 2.635 -3.137 0.203 0.236 1.219 0.00
H 3.152 4.026 -1.919 -0.027 0.262 -0.116 0.00
H 5.396 3.081 -2.634 -0.388 -0.331 0.447 0.00
H 5.564 0.527 -2.824 -0.579 0.734 0.310 0.00
H 3.675 -0.799 -2.191 0.084 -1.154 -0.025 0.00
H -3.576 3.195 -0.807 -0.034 0.038 0.070 0.00
H -5.298 2.785 1.010 0.752 -0.020 -0.175 0.00
H -4.514 1.470 2.984 -0.513 -0.158 -0.299 0.00
H -2.319 0.271 2.882 -0.447 0.199 0.285 0.00
O -3.158 -1.343 0.897 0.617 -0.749 -0.542 0.01
S -2.373 -1.610 -0.290 -0.575 0.277 1.730 0.01
O -2.682 -0.807 -1.439 0.831 0.534 -1.008 0.00
N -0.757 -1.409 0.048 -1.650 0.491 -2.205 0.12
C -0.112 -2.046 1.044 1.396 -0.778 1.882 0.00
C -0.431 -3.150 1.868 0.828 0.897 -0.977 0.04
C 0.598 -3.876 2.512 1.065 0.513 0.118 0.00
C 1.863 -3.325 2.701 0.168 -0.401 0.645 0.03
C 2.091 -1.995 2.274 -1.066 1.017 -0.611 0.00
C 3.086 -1.127 2.806 -0.174 -0.272 -1.211 0.02
C 3.258 0.124 2.225 0.669 0.807 0.257 0.00
C 2.469 0.481 1.117 -0.391 -0.702 0.307 0.02
N 1.469 -0.272 0.658 0.598 -0.261 1.086 0.09
C 1.163 -1.429 1.325 0.770 -0.810 0.512 0.01
C -2.688 -3.293 -0.723 0.108 0.486 0.379 0.00
C -2.575 -3.695 -2.030 0.217 -0.022 -0.816 0.00
C -2.659 -5.060 -2.337 0.295 0.314 -0.029 0.00
C -2.841 -5.955 -1.304 -0.232 0.875 0.923 0.00
C -3.066 -5.485 0.011 -0.493 -1.606 -0.345 0.00
C -3.048 -4.153 0.310 0.360 0.403 -0.214 0.00
H -1.424 -3.506 1.983 -0.490 -0.269 -0.343 0.00
H 0.363 -4.892 2.824 0.110 0.323 0.255 0.00
H 2.736 -3.797 3.222 -1.300 0.082 -0.367 0.00
H 3.682 -1.554 3.605 0.218 0.475 0.016 0.00
H 4.014 0.906 2.535 -0.965 -1.314 -0.070 0.00
H 2.607 1.413 0.606 0.260 0.298 -0.113 0.00
H -2.456 -2.917 -2.797 0.135 -0.511 0.282 0.00
H -2.520 -5.430 -3.351 -0.149 0.215 0.146 0.00
H -2.868 -7.006 -1.485 -0.007 -0.528 -0.137 0.00
H -3.328 -6.235 0.763 0.151 0.366 -0.121 0.00
H -3.275 -3.723 1.280 -0.016 -0.320 -0.121 0.00
C -1.774 4.713 4.941 -0.206 1.175 -0.535 0.00
O -0.428 4.282 4.957 1.240 -0.952 -0.424 0.00
P 0.379 3.369 3.784 0.014 0.471 1.016 0.00
O 1.178 2.202 4.663 -0.793 1.019 0.325 0.00
C 0.485 1.376 5.634 1.402 -0.735 -0.913 0.00
O 1.740 4.297 3.627 -0.857 -0.140 -0.103 0.00
C 1.583 5.520 2.868 1.238 -0.172 0.419 0.00
H -1.855 5.505 5.715 -0.096 -0.806 -0.178 0.00
H -2.489 3.905 5.080 0.039 -0.047 0.258 0.00
H -2.044 5.244 4.005 0.251 -0.449 0.164 0.00
H 1.254 0.631 5.934 -0.531 0.464 -0.045 0.00
H -0.287 0.820 5.104 -0.443 0.070 0.309 0.00
H 0.151 1.894 6.529 -0.190 0.317 -0.246 0.00
H 2.463 6.147 3.167 -0.947 -0.412 -0.347 0.00
H 0.652 6.038 3.094 0.009 0.005 0.071 0.00
H 1.647 5.297 1.797 -0.109 0.112 0.096 0.00
C 0.072 -1.683 -6.431 -0.245 -0.268 -0.146 0.00
N 0.491 -1.774 -5.064 -0.262 -0.367 0.918 0.00
C 1.519 -2.671 -4.602 0.502 0.100 0.158 0.00
C 1.510 -2.455 -3.089 0.849 -0.914 0.813 0.01
O 2.222 -3.112 -2.319 -1.688 2.034 -1.159 0.00
N 0.562 -1.444 -2.812 -0.433 0.206 -0.758 0.06
C -0.079 -1.166 -4.013 0.293 -0.797 0.443 0.01
N -1.201 -0.437 -4.147 0.348 -0.023 0.896 0.00
H 0.597 -2.421 -7.044 0.079 0.280 0.201 0.00
H 0.262 -0.681 -6.773 0.033 0.369 -0.544 0.00
H -0.982 -1.915 -6.518 -0.365 0.001 -0.144 0.00
H 2.472 -2.362 -5.030 0.259 -0.118 0.163 0.00
H 1.373 -3.730 -4.851 -0.275 0.245 0.021 0.00
H -1.678 -0.153 -3.270 0.173 -0.317 -0.754 0.00
H -1.757 -0.537 -4.996 0.343 0.205 0.525 0.00